1.
{"formula": "C19H54ClNO22P5S2", "method": "wB97M-V/def2-TZVPD", "e_homo_ev": -12.1001, "total_charge": 1, "energy_ev": -147754.2370, "homo_lumo_gap_ev": 7.25, "elements": ["C", "C", "N", "C", "S", "Cl", "S", "C", "O", "O", "H", "H", "H", "H", "H", "H", "H", "H", "H", "C", "O", "P", "O", "O", "C", "O", "C", "H", "H", "H", "H", "H", "H", "H", "H", "H", "C", "O", "P", "O", "O", "C", "O", "C", "H", "H", "H", "H", "H", "H", "H", "H", "H", "C", "O", "P", "O", "O", "C", "O", "C", "H", "H", "H", "H", "H", "H", "H", "H", "H", "C", "O", "P", "O", "O", "C", "O", "C", "H", "H", "H", "H", "H", "H", "H", "H", "H", "C", "O", "P", "O", "O", "C", "O", "C", "H", "H", "H", "H", "H", "H", "H", "H", "H"], "positions_angstrom": [[1.29559, 3.37398, -0.73260], [2.08920, 2.70092, 0.34658], [1.61038, 2.01219, 1.28389], [3.60079, 2.85110, 0.44792], [4.66771, 2.66074, -0.99280], [4.07502, 3.91954, -2.40853], [4.11421, 0.60179, -1.71671], [3.90684, 0.81118, -3.44657], [5.32383, -0.10061, -1.45198], [2.90320, 0.26803, -1.05308], [0.27821, 3.52471, -0.37861], [1.69976, 4.33883, -1.03415], [1.24368, 2.72971, -1.61426], [0.59239, 1.97719, 1.22649], [3.95979, 2.04366, 1.09826], [3.91636, 3.79688, 0.89569], [3.16117, 1.56738, -3.67783], [4.87315, 1.08420, -3.86769], [3.59381, -0.16674, -3.81526], [0.09360, 3.76086, 9.15036], [0.27005, 2.49417, 8.49708], [0.27000, 2.41238, 6.92222], [0.66880, 3.64418, 6.23232], [-1.17556, 1.88647, 6.50489], [-2.26058, 2.80285, 6.71326], [1.19292, 1.15492, 6.71826], [1.64086, 0.84949, 5.39465], [0.50971, 3.65968, 10.14837], [0.61622, 4.54736, 8.60953], [-0.96658, 4.00167, 9.22380], [-1.91132, 3.82866, 6.58961], [-2.65942, 2.66529, 7.71858], [-3.04412, 2.60728, 5.98614], [2.51808, 0.21562, 5.49260], [1.89975, 1.75682, 4.85193], [0.86694, 0.31047, 4.86543], [-5.33383, 0.39306, 0.60273], [-4.94899, 0.96623, 1.86197], [-5.56999, 0.39581, 3.20510], [-6.00612, -0.99937, 3.14656], [-6.68485, 1.43166, 3.64641], [-7.90175, 1.48754, 2.89057], [-4.41324, 0.74476, 4.21759], [-4.35657, 0.12857, 5.51465], [-4.54118, 0.62587, -0.10368], [-5.44143, -0.68651, 0.69033], [-6.26856, 0.83446, 0.25820], [-8.19236, 0.49512, 2.54445], [-7.77622, 2.16188, 2.04299], [-8.67307, 1.87659, 3.54858], [-3.34989, 0.28556, 5.89230], [-4.55976, -0.93948, 5.45467], [-5.07889, 0.60488, 6.17654], [-0.83145, -1.40810, -2.43541], [-1.36675, -1.75695, -1.15461], [-0.76077, -1.07911, 0.13740], [-0.18018, 0.25519, -0.08685], [0.25077, -2.13069, 0.76049], [1.47686, -2.38793, 0.06859], [-1.96622, -1.17502, 1.13073], [-1.95606, -0.31967, 2.28701], [-1.59930, -1.61024, -3.17674], [-0.57016, -0.35154, -2.46448], [0.04714, -2.01494, -2.65812], [1.86151, -1.48317, -0.40438], [1.32031, -3.16039, -0.68618], [2.20206, -2.74712, 0.79460], [-2.93754, -0.33089, 2.73115], [-1.70974, 0.70162, 1.99822], [-1.23820, -0.68720, 3.01045], [-1.97487, 2.67706, -8.41088], [-1.78301, 1.92573, -7.19935], [-0.74640, 2.42296, -6.11901], [-0.45562, 3.85782, -6.12608], [0.54103, 1.49753, -6.28286], [1.36366, 1.69522, -7.44015], [-1.38648, 1.83011, -4.80912], [-0.94695, 2.34116, -3.54930], [-2.95467, 2.40879, -8.79426], [-1.93747, 3.74570, -8.20968], [-1.21466, 2.40990, -9.14430], [1.40871, 2.75027, -7.71277], [0.97529, 1.10901, -8.27289], [2.36365, 1.34671, -7.19455], [-1.68133, 2.04149, -2.80662], [-0.88077, 3.42834, -3.57515], [0.02260, 1.91085, -3.29006], [2.54766, -6.68372, -4.68235], [2.61088, -5.91821, -3.46760], [3.78702, -6.17464, -2.44129], [5.02371, -6.70451, -3.01639], [3.16554, -7.03535, -1.26556], [2.85686, -8.41446, -1.51502], [3.88678, -4.75098, -1.76335], [5.06579, -4.45471, -1.00200], [1.95058, -6.11008, -5.38553], [3.54523, -6.84272, -5.08723], [2.06503, -7.64252, -4.49718], [3.59245, -8.86438, -2.18238], [1.85780, -8.49408, -1.94385], [2.87983, -8.92824, -0.55872], [5.10129, -3.37475, -0.87632], [5.95920, -4.79030, -1.52621], [5.01164, -4.92832, -0.02162]]}


2.
{"formula": "C21H29FN4O3", "method": "wB97M-V/def2-TZVPD", "e_homo_ev": -8.2154, "smiles": "CCCCN(CCCC)Cc1ccc(C(=O)NNC(=O)Nc2ccc(F)cc2)o1", "energy_ev": -37068.0495, "homo_lumo_gap_ev": 8.79, "e_above_lowest_kj_mol": 4.9, "elements": ["C", "C", "C", "C", "N", "C", "C", "C", "C", "C", "C", "C", "C", "C", "C", "O", "N", "N", "C", "O", "N", "C", "C", "C", "C", "F", "C", "C", "O", "H", "H", "H", "H", "H", "H", "H", "H", "H", "H", "H", "H", "H", "H", "H", "H", "H", "H", "H", "H", "H", "H", "H", "H", "H", "H", "H", "H", "H"], "positions_angstrom": [[-2.99454, 1.93065, -1.84433], [-2.84500, 0.61153, -2.59418], [-1.59441, -0.14496, -2.15536], [-1.47570, -1.50545, -2.86015], [-0.28605, -2.28187, -2.60675], [0.83857, -2.12428, -3.49727], [1.51369, -0.74317, -3.54181], [2.84689, -0.76918, -4.28913], [2.69777, -1.07513, -5.77492], [0.00309, -2.65581, -1.24180], [0.93144, -1.74974, -0.48689], [2.23115, -1.93809, -0.09454], [2.63431, -0.75258, 0.55060], [1.55539, 0.09350, 0.50345], [1.37727, 1.44309, 1.03780], [2.16719, 1.99109, 1.77716], [0.21184, 2.03636, 0.61993], [-0.28175, 3.17760, 1.24068], [-0.28192, 3.31808, 2.62259], [-0.22349, 4.41095, 3.13313], [-0.40039, 2.17220, 3.37032], [-0.76869, 0.88996, 2.96590], [-0.08700, -0.22048, 3.46119], [-0.43869, -1.49425, 3.05798], [-1.48506, -1.64908, 2.16737], [-1.82251, -2.89190, 1.75525], [-2.19890, -0.56705, 1.68491], [-1.83893, 0.70394, 2.08987], [0.51883, -0.52187, -0.12168], [-3.09538, 1.75468, -0.77520], [-3.87714, 2.46669, -2.18464], [-2.12566, 2.56502, -2.00813], [-2.79300, 0.80817, -3.66726], [-3.72573, -0.00996, -2.41625], [-0.71280, 0.46126, -2.36897], [-1.63859, -0.30869, -1.07733], [-1.53403, -1.35565, -3.94101], [-2.33814, -2.11799, -2.56473], [1.58313, -2.86996, -3.20402], [0.48822, -2.37765, -4.50336], [1.69911, -0.39811, -2.52336], [0.84734, -0.02673, -4.02662], [3.32584, 0.20647, -4.17583], [3.50227, -1.51188, -3.82820], [2.01034, -0.37247, -6.24117], [2.32102, -2.08241, -5.93112], [3.66052, -0.99261, -6.27402], [-0.94804, -2.72964, -0.70957], [0.46693, -3.64976, -1.25009], [2.82107, -2.81815, -0.24783], [3.58610, -0.53238, 0.98748], [-0.46468, 1.48052, 0.10910], [-0.01287, 4.04935, 0.79119], [-0.07409, 2.28070, 4.32007], [0.73246, -0.07693, 4.14828], [0.09080, -2.36116, 3.41936], [-3.02892, -0.72651, 1.01429], [-2.38903, 1.56479, 1.74031]]}


3.
{"formula": "C3H11N4", "method": "wB97M-V/def2-TZVPD", "e_homo_ev": -13.2481, "total_charge": 1, "energy_ev": -9244.1772, "homo_lumo_gap_ev": 10.64, "e_above_lowest_kj_mol": 6.4, "elements": ["N", "C", "N", "H", "H", "H", "H", "H", "C", "N", "C", "N", "H", "H", "H", "H", "H", "H"], "positions_angstrom": [[-0.77034, 1.59810, -0.60855], [-2.05724, 1.67917, -0.67073], [-2.88196, 0.71459, -0.30170], [-0.16860, 0.76328, -0.11300], [-0.29539, 2.41272, -0.96610], [-2.50655, 2.59503, -1.03594], [-3.87356, 0.85577, -0.40494], [-2.55102, -0.22381, -0.14392], [0.31671, -1.67301, 0.01665], [2.90839, -0.87554, 0.82458], [1.87037, -0.03668, 0.73517], [0.64424, -0.33619, 0.49185], [-0.76222, -1.79387, 0.03390], [0.72391, -2.47213, 0.63696], [0.65623, -1.81721, -1.01086], [2.78571, -1.86972, 0.71936], [3.84464, -0.52150, 0.86957], [2.11668, 1.00099, 0.92769]]}


4.
{"formula": "C21H64O21", "method": "wB97M-V/def2-TZVPD", "e_homo_ev": -9.3810, "smiles": "OCCO.OCCO.OCCO.OCCO.OCCO.OCCO.OCCO.OCCO.OCCO.OCCO.CO", "energy_ev": -65807.1418, "homo_lumo_gap_ev": 9.65, "e_above_lowest_kj_mol": 18.5, "elements": ["O", "C", "C", "O", "H", "H", "H", "H", "H", "H", "O", "C", "C", "O", "H", "H", "H", "H", "H", "H", "O", "C", "C", "O", "H", "H", "H", "H", "H", "H", "O", "C", "C", "O", "H", "H", "H", "H", "H", "H", "O", "C", "C", "O", "H", "H", "H", "H", "H", "H", "O", "C", "C", "O", "H", "H", "H", "H", "H", "H", "O", "C", "C", "O", "H", "H", "H", "H", "H", "H", "O", "C", "C", "O", "H", "H", "H", "H", "H", "H", "O", "C", "C", "O", "H", "H", "H", "H", "H", "H", "O", "C", "C", "O", "H", "H", "H", "H", "H", "H", "C", "O", "H", "H", "H", "H"], "positions_angstrom": [[0.59977, 2.89595, -0.17224], [0.20165, 2.96004, -1.52138], [1.32131, 3.51131, -2.32754], [1.70580, 4.81461, -2.06934], [-0.15531, 2.86637, 0.42718], [-0.14192, 1.97104, -1.83015], [-0.68254, 3.60087, -1.50454], [1.04019, 3.42101, -3.37935], [2.20227, 2.87298, -2.24421], [0.99792, 5.33696, -2.45582], [-0.92483, -2.06432, -0.97648], [-0.50271, -0.71379, -0.85536], [0.00312, -0.45929, 0.58406], [-1.02370, -0.59254, 1.50674], [-1.86480, -2.14977, -0.78212], [0.29135, -0.56979, -1.58846], [-1.39056, -0.12403, -1.08885], [0.37595, 0.55685, 0.72056], [0.80427, -1.12486, 0.90949], [-1.21210, -1.51867, 1.68494], [4.93082, 1.05244, -2.37870], [4.45480, -0.28245, -2.62527], [3.20016, -0.54174, -1.78346], [3.54572, -0.78140, -0.42259], [5.51147, 1.13658, -1.61681], [4.16126, -0.32431, -3.67529], [5.20643, -1.06493, -2.51792], [2.65674, -1.43025, -2.10881], [2.48364, 0.26828, -1.93166], [3.74525, 0.07223, -0.02283], [0.46491, -5.30833, 3.77405], [0.19132, -3.98719, 4.14039], [-1.23307, -3.57301, 3.81610], [-1.38496, -3.33264, 2.41559], [0.14938, -5.41209, 2.86941], [0.35036, -3.93695, 5.21823], [0.88659, -3.29270, 3.66506], [-1.43067, -2.61615, 4.29931], [-1.94830, -4.34543, 4.10033], [-1.33345, -4.17221, 1.95053], [5.86836, 1.24404, 0.46933], [5.40685, 2.46137, 0.99550], [3.98820, 2.79035, 0.43089], [2.98886, 1.82537, 0.75954], [6.72425, 0.95954, 0.79718], [5.30707, 2.20987, 2.05363], [6.10985, 3.29250, 0.93341], [4.01709, 2.86794, -0.65701], [3.65096, 3.74825, 0.82933], [2.12890, 2.20342, 0.54965], [-3.62825, -2.22227, -0.37629], [-4.46966, -1.06555, -0.21283], [-4.47684, -0.62842, 1.25988], [-5.24360, -1.49578, 2.08802], [-3.97393, -3.05041, -0.03589], [-4.14292, -0.19738, -0.78472], [-5.47499, -1.32907, -0.54294], [-4.94456, 0.35753, 1.27971], [-3.46880, -0.53532, 1.66235], [-6.14747, -1.17881, 2.14676], [-0.05452, -5.86973, 1.06316], [0.33540, -5.05872, -0.04831], [1.37862, -4.07103, 0.42122], [2.64056, -4.62942, 0.64981], [0.67950, -6.48777, 1.12581], [0.63024, -5.70790, -0.87300], [-0.52892, -4.47714, -0.36934], [1.03483, -3.49539, 1.28319], [1.44681, -3.20815, -0.24499], [3.34942, -4.01344, 0.45227], [-3.97430, 2.68658, 2.38392], [-3.19147, 3.86860, 2.35676], [-1.74518, 3.50960, 2.57122], [-1.29474, 2.51969, 1.63823], [-4.90450, 2.87851, 2.24508], [-3.34693, 4.51236, 1.48945], [-3.45249, 4.52617, 3.18878], [-1.64187, 3.05800, 3.55928], [-1.07811, 4.37103, 2.59128], [-1.84884, 1.77840, 1.90185], [0.21803, 0.34395, 3.93367], [1.54747, 0.80593, 4.00136], [1.80362, 2.24483, 3.48658], [1.51687, 3.21264, 4.46658], [-0.01614, 0.17737, 3.01519], [1.91302, 0.60470, 5.00917], [2.20136, 0.16722, 3.40291], [1.17374, 2.46367, 2.62379], [2.80970, 2.40765, 3.09834], [1.91853, 2.94465, 5.29646], [-4.84436, -0.22838, -3.53510], [-3.65909, -0.64810, -4.15541], [-3.37034, 0.08941, -5.46923], [-4.36159, -0.19610, -6.43056], [-5.66579, -0.49319, -3.95430], [-2.81064, -0.51164, -3.48403], [-3.73856, -1.72015, -4.34238], [-2.42629, -0.33666, -5.81170], [-3.26720, 1.16377, -5.31357], [-4.96991, 0.54589, -6.39185], [0.40256, 0.78307, -4.76778], [0.37336, 0.25978, -6.10639], [0.07924, 1.82521, -4.77252], [-0.34950, 0.21044, -4.22562], [1.40628, 0.74730, -4.34389], [1.20928, 0.57060, -6.46359]]}


5.
{"formula": "C25H30NO10Se2Ta", "method": "wB97M-V/def2-TZVPD", "e_homo_ev": -8.3962, "energy_ev": -180623.8037, "homo_lumo_gap_ev": 7.44, "elements": ["Ta", "O", "C", "C", "N", "C", "C", "O", "O", "C", "C", "O", "O", "H", "H", "H", "H", "H", "H", "H", "H", "H", "O", "C", "C", "C", "O", "C", "Se", "C", "Se", "H", "H", "H", "H", "H", "H", "H", "H", "H", "H", "O", "C", "C", "O", "O", "C", "C", "C", "C", "C", "C", "C", "C", "C", "C", "C", "C", "H", "H", "H", "H", "H", "H", "H", "H", "H", "H", "H"], "positions_angstrom": [[0.29489, -0.04693, 1.27380], [0.38576, -1.51578, 3.88356], [0.60321, -0.59021, 4.93356], [1.80521, 0.31471, 4.63520], [1.62663, 1.01583, 3.36070], [2.86137, 1.02142, 2.58954], [3.04576, -0.37649, 1.95368], [4.13575, -0.81880, 1.70183], [1.92507, -0.99921, 1.77403], [1.01458, 2.32847, 3.46610], [0.52617, 2.76025, 2.05422], [0.74608, 3.86706, 1.63231], [-0.12620, 1.83038, 1.44935], [1.07856, -2.18897, 3.90950], [-0.31861, -0.00934, 5.00865], [0.76216, -1.10766, 5.88379], [1.96039, 1.01168, 5.46584], [2.69247, -0.32106, 4.55499], [2.78726, 1.72385, 1.75392], [3.74290, 1.28198, 3.18835], [0.13188, 2.26725, 4.11443], [1.70322, 3.08987, 3.85573], [-2.43718, -0.44585, -0.27943], [-3.56311, -1.17970, 0.16197], [-3.12533, -2.28217, 1.13977], [-4.33906, -3.24925, 1.29589], [-4.21464, -4.15261, 2.35361], [-2.81643, -1.70305, 2.52570], [-1.85695, 0.05678, 2.56051], [-1.97294, -3.12182, 0.60027], [-0.14671, -2.28830, 0.28454], [-2.73364, 0.40741, -0.61458], [-4.07289, -1.62261, -0.70513], [-4.26037, -0.52877, 0.70019], [-4.49504, -3.77853, 0.34519], [-5.23216, -2.66391, 1.52199], [-3.50106, -4.77062, 2.16449], [-2.21552, -2.40413, 3.10205], [-3.75260, -1.51912, 3.05743], [-2.25009, -3.56541, -0.35500], [-1.74794, -3.92070, 1.30744], [-0.35264, 0.40984, -1.42563], [0.76935, 0.85607, -2.19819], [1.95592, 1.01107, -1.19011], [3.05797, 1.33236, -1.56568], [1.63096, 0.73876, 0.01339], [0.45360, 2.18959, -2.84982], [-0.85849, 2.47218, -3.21898], [-1.17058, 3.67134, -3.83498], [-0.17758, 4.60246, -4.08657], [1.12810, 4.32994, -3.71571], [1.44500, 3.12857, -3.10693], [1.18084, -0.21366, -3.19166], [0.98692, -0.08023, -4.56070], [1.38914, -1.09444, -5.41312], [1.98127, -2.24015, -4.91231], [2.16505, -2.38175, -3.54737], [1.76050, -1.37538, -2.69340], [-0.75013, -0.35020, -1.87657], [-1.63652, 1.74610, -3.03031], [-2.19370, 3.87252, -4.12092], [-0.42028, 5.53525, -4.57406], [1.90901, 5.05606, -3.89906], [2.46664, 2.92348, -2.82493], [0.52844, 0.81414, -4.96055], [1.24435, -0.98973, -6.47889], [2.30185, -3.02292, -5.58397], [2.62976, -3.26224, -3.13415], [1.92440, -1.48497, -1.62881]]}


6.
{"formula": "C3H7FO", "method": "wB97M-V/def2-TZVPD", "e_homo_ev": -10.5780, "smiles": "C[C@@H](F)CO", "energy_ev": -7988.3359, "homo_lumo_gap_ev": 11.51, "e_above_lowest_kj_mol": 73.1, "elements": ["C", "C", "F", "C", "O", "H", "H", "H", "H", "H", "H", "H"], "positions_angstrom": [[0.27677, -0.08602, -1.33438], [-0.11771, 0.73773, -0.07137], [-1.06309, 1.62593, -0.32360], [-0.53419, -0.09250, 1.18029], [0.54762, -0.93516, 1.53463], [-0.23274, -1.06968, -1.25183], [1.32456, -0.45211, -1.13956], [0.20320, 0.26140, -2.39789], [0.82748, 1.22110, 0.08048], [-1.43492, -0.61926, 0.86204], [-0.73881, 0.53693, 2.12142], [0.94183, -1.12835, 0.73976]]}